{"formula": "C4H6N3P", "method": "ωB97M-V/def2-TZVPD", "symbols": ["C", "C", "C", "C", "N", "N", "N", "P", "H", "H", "H", "H", "H", "H"], "xyz": [[0.81933, -4.30163, 0.02065], [2.59940, -1.52796, 1.45512], [-0.14212, -1.09589, 1.23193], [-0.16426, -0.13883, -0.94181], [0.19642, -3.67223, -0.78667], [3.25660, -1.53414, 2.42534], [0.47981, -0.92992, 0.07351], [2.05330, -1.35668, -0.24644], [0.11292, -1.76350, 2.03966], [1.30230, -4.64534, 0.82290], [-0.98971, -0.52752, 1.55949], [-1.08116, -0.61822, -1.17440], [-0.13494, 0.94353, -0.75557], [0.34080, -0.22341, -1.83654]], "gap_ha": [0.2527, 0.2623], "lumo_energy_ev": [-0.501, -0.255], "e_above_lowest_ev": 1.3263}